Formula: C48H36N2OP2S7SiSn
Source: the OMol25 dataset
Level of theory: ωB97M-V/def2-TZVPD

CARTESIAN COORDINATES (ANGSTROEM)
1 Sn -1.06 -0.09 -0.77
2 C 2.75 0.28 0.07
3 Si 1.03 -0.17 0.78
4 C 1.18 -1.93 1.50
5 C 2.34 -2.43 2.07
6 C 2.38 -3.69 2.63
7 C 1.25 -4.48 2.65
8 C 0.08 -4.02 2.08
9 C 0.06 -2.76 1.49
10 P -1.49 -2.14 0.79
11 C -2.51 -2.41 2.28
12 C -3.48 -3.40 2.35
13 C -4.09 -3.67 3.57
14 C -3.73 -2.96 4.70
15 C -2.78 -1.96 4.62
16 C -2.16 -1.69 3.41
17 C -2.11 -3.35 -0.40
18 C -3.35 -3.05 -0.95
19 C -3.87 -3.84 -1.96
20 C -3.14 -4.92 -2.43
21 C -1.89 -5.21 -1.89
22 C -1.37 -4.42 -0.88
23 C 0.81 0.98 2.29
24 C 1.83 1.09 3.23
25 C 1.78 2.04 4.24
26 C 0.71 2.91 4.32
27 C -0.34 2.80 3.42
28 C -0.29 1.83 2.43
29 P -1.66 1.65 1.26
30 C -3.12 2.27 2.15
31 C -3.87 1.32 2.84
32 C -5.04 1.69 3.48
33 C -5.47 3.01 3.41
34 C -4.73 3.95 2.72
35 C -3.55 3.59 2.09
36 C -1.34 2.97 0.06
37 C -0.12 3.63 -0.06
38 C 0.08 4.51 -1.10
39 C -0.92 4.74 -2.04
40 C -2.13 4.08 -1.93
41 C -2.33 3.19 -0.90
42 H 3.53 0.29 0.83
43 H 2.72 1.26 -0.39
44 H 3.04 -0.44 -0.69
45 H 3.23 -1.81 2.07
46 H 3.30 -4.05 3.08
47 H 1.27 -5.46 3.11
48 H -0.82 -4.62 2.09
49 H -3.75 -3.97 1.48
50 H -4.83 -4.45 3.63
51 H -4.20 -3.19 5.65
52 H -2.50 -1.40 5.50
53 H -1.40 -0.92 3.34
54 H -3.89 -2.18 -0.58
55 H -4.83 -3.60 -2.40
56 H -3.54 -5.53 -3.22
57 H -1.32 -6.04 -2.28
58 H -0.38 -4.63 -0.48
59 H 2.67 0.42 3.16
60 H 2.59 2.10 4.96
61 H 0.69 3.68 5.08
62 H -1.19 3.46 3.48
63 H -3.53 0.30 2.87
64 H -5.62 0.95 4.01
65 H -6.40 3.30 3.89
66 H -5.07 4.97 2.66
67 H -2.98 4.33 1.54
68 H 0.66 3.43 0.65
69 H 1.03 5.02 -1.19
70 H -0.75 5.42 -2.86
71 H -2.91 4.23 -2.66
72 H -3.28 2.66 -0.80
73 O -4.24 -1.08 -5.71
74 C -3.24 -0.81 -5.13
75 S -2.25 -1.97 -4.23
76 C -0.99 -0.87 -3.69
77 C -1.14 0.41 -4.06
78 S -0.10 1.85 -4.00
79 S -2.55 0.82 -5.04
80 S 0.18 -1.53 -2.61
81 S 4.98 -1.21 -5.91
82 C 4.23 -0.22 -4.85
83 S 2.47 -0.26 -4.63
84 C 2.67 0.99 -3.42
85 N 3.88 1.36 -3.22
86 N 4.75 0.70 -4.00
87 C 6.12 1.06 -3.86
88 C 6.52 1.62 -2.65
89 C 7.83 2.00 -2.47
90 C 8.77 1.82 -3.48
91 C 8.36 1.29 -4.69
92 C 7.04 0.91 -4.89
93 S 1.31 1.70 -2.56
94 H 5.79 1.75 -1.87
95 H 8.13 2.45 -1.53
96 H 9.80 2.09 -3.32
97 H 9.07 1.16 -5.50
98 H 6.75 0.51 -5.84

Summary:
* HOMO-LUMO gap: 7.42 eV
* energy above the lowest of the compared OMol25 structures with the same formula, charge and spin: 266.2 kJ/mol